Entry 1:
This record from OMol25 describes an isolated molecule of C5H6O at a distorted geometry. The level of theory is ωB97M-V with the def2-TZVPD basis set.

Summary:
Kohn-Sham gap: 9.5 eV
ΔE to the lowest compared entry with this formula, charge and spin: 204.52 kJ/mol
E: -269.2683 hartree

Last column: Löwdin charge in e.
CARTESIAN COORDINATES (ANGSTROEM)
C: 0.434 -1.146 -0.292  -0.07
C: -0.965 0.735 0.163  -0.10
H: 0.741 -2.104 -0.717  0.13
H: -1.365 1.293 -0.690  0.13
H: 0.829 -0.859 0.817  0.19
H: 0.864 2.039 0.659  0.10
C: 0.491 1.110 0.263  -0.12
C: -0.993 -0.741 -0.248  -0.41
O: -1.990 -1.395 -0.471  0.07
H: 2.326 0.030 -0.282  0.12
H: -1.624 0.929 1.016  0.13
C: 1.251 0.108 -0.219  -0.15

***

Entry 2:
This record from OMol25 describes an isolated molecule of C4H11NO2 at a distorted geometry. The level of theory is ωB97M-V with the def2-TZVPD basis set.

Summary:
Kohn-Sham gap: 9.8 eV
ΔE to the lowest compared entry with this formula, charge and spin: 218.33 kJ/mol
E: -364.1850 hartree

Last column: Löwdin charge in e.
CARTESIAN COORDINATES (ANGSTROEM)
H: -0.300 -1.069 -1.106  0.11
H: 3.307 -0.952 0.205  0.13
H: -0.262 0.663 -1.022  0.12
H: -3.031 -0.503 -0.544  0.15
O: 2.949 0.626 -1.106  -0.12
H: 1.220 0.156 1.066  0.10
H: 2.741 0.608 -2.059  0.06
C: -1.185 -0.151 0.791  -0.41
H: -1.114 1.526 1.572  0.03
C: -0.136 -0.266 -0.381  -0.14
H: -1.318 -1.114 1.276  0.14
C: 2.438 -0.607 -0.415  -0.28
N: 1.230 -0.472 0.259  -0.05
C: -2.511 0.349 0.185  -0.06
O: -0.685 0.757 1.761  -0.01
H: 2.389 -1.273 -1.262  0.10
H: -3.235 0.366 0.948  0.04
H: -2.496 1.357 -0.167  0.06

***

Entry 3:
This record from OMol25 describes a structure of composition C5H7NO. The level of theory is ωB97M-V with the def2-TZVPD basis set.

Summary:
Kohn-Sham gap: 8.9 eV
ΔE to the lowest compared entry with this formula, charge and spin: 484.22 kJ/mol
E: -324.5400 hartree

Last column: Löwdin charge in e.
CARTESIAN COORDINATES (ANGSTROEM)
C: -0.266 0.350 -1.484  -0.08
C: 0.182 1.185 -0.292  -0.23
H: -0.066 2.199 0.020  0.12
C: -0.293 -0.088 1.160  -0.27
C: 0.457 -1.028 0.397  0.01
H: 0.004 0.811 -2.440  0.11
H: -1.279 -0.063 -1.510  0.11
C: 0.879 -0.511 -0.922  -0.34
H: 1.531 -1.139 -1.531  0.14
H: 0.165 0.623 1.838  0.13
O: -1.471 -0.616 1.644  0.01
H: -1.696 -0.199 2.485  0.10
N: 1.440 0.660 -0.222  0.10
H: 0.507 -2.079 0.685  0.11

***

Entry 4:
This record from OMol25 describes a cluster of 7 separate species, C56H74F21NO15S2 in total at a distorted geometry. The level of theory is ωB97M-V with the def2-TZVPD basis set.

Summary:
Kohn-Sham gap: 8.5 eV
ΔE to the lowest compared entry with this formula, charge and spin: 0.00 kJ/mol
E: -6255.2339 hartree

Last column: Löwdin charge in e.
CARTESIAN COORDINATES (ANGSTROEM)
H: 2.624 9.665 4.298  0.13
F: -0.872 -7.064 6.098  0.16
C: -0.871 -10.400 -0.836  -0.20
H: 4.665 3.777 3.477  0.07
H: 0.817 6.215 0.294  0.11
C: 5.476 8.300 1.704  -0.13
H: 4.624 5.453 -7.496  -0.12
H: 0.115 -11.731 -2.207  0.08
H: -0.945 3.936 -2.318  0.10
C: 0.799 0.388 -1.253  -0.25
H: 0.070 1.165 -1.517  0.09
C: -1.969 -5.284 3.751  -0.04
C: 3.303 4.165 -2.781  -0.14
H: 5.619 10.409 1.943  0.11
H: -2.269 -8.289 12.018  0.08
C: 6.275 4.939 -4.985  -0.60
H: 1.329 -0.405 0.736  0.08
H: -0.417 -7.938 10.350  0.13
H: -0.360 -0.751 0.167  0.04
H: 1.841 2.782 2.744  0.12
H: -5.207 -5.647 -4.402  0.06
C: -0.368 -9.993 1.424  -0.40
C: 3.596 5.154 -0.600  -0.17
H: 0.478 3.961 -1.319  0.07
C: -7.045 -3.453 -1.288  -0.55
O: -3.446 -7.686 -5.251  0.16
O: -1.697 -7.984 8.703  0.04
O: -1.299 -7.949 -4.659  0.04
F: -1.320 -2.620 -0.749  0.16
H: -0.112 -6.301 -4.514  0.13
C: 0.086 5.794 -2.522  -0.21
H: 6.505 8.360 1.334  0.12
O: -1.289 -10.361 0.543  0.04
C: -2.481 -7.934 11.010  -0.06
O: -7.331 -4.161 -3.506  0.03
C: 4.793 8.686 5.509  -0.50
H: -0.575 6.635 -4.470  0.07
H: 5.723 6.896 6.271  0.09
F: -4.006 6.596 -3.271  0.15
H: 3.030 5.513 3.423  0.09
H: 1.182 4.453 0.507  0.08
C: 2.233 0.884 -1.419  -0.17
F: 7.170 4.075 -4.469  0.11
C: -0.982 -9.950 2.830  -0.54
H: 1.080 6.130 -2.821  0.11
H: -4.615 2.443 -4.454  0.13
H: 2.924 7.348 1.869  0.09
F: -2.975 -7.043 6.560  0.17
H: -7.344 2.338 -3.055  0.08
C: -0.863 -5.699 2.807  -0.17
H: -2.070 -4.199 3.788  0.09
H: -2.927 -5.685 3.415  0.10
F: -1.849 -10.517 -4.225  0.15
C: -0.923 -4.073 1.098  -0.40
H: -1.573 -5.061 -2.941  0.07
H: -0.277 -9.518 -1.076  0.12
H: -0.767 -6.780 2.805  0.10
C: -1.250 -3.900 -0.389  -0.53
H: -6.506 0.937 -3.751  0.08
H: 1.807 3.745 -5.752  0.11
H: 0.807 2.415 -3.248  0.10
H: 2.731 9.648 1.734  0.11
H: 0.100 -5.288 3.110  0.13
C: 4.567 4.468 -3.258  -0.33
O: -1.163 -5.327 1.446  0.04
H: -5.863 -5.865 -6.027  0.09
C: 2.652 3.520 2.719  -0.25
F: -0.048 -9.877 3.776  0.17
C: 0.830 3.499 -3.384  -0.12
C: -4.553 4.348 -2.773  -0.40
H: 5.567 7.978 2.741  0.09
C: -4.538 5.815 -2.321  -0.54
C: 2.885 5.819 0.388  -0.12
F: 6.560 6.153 -4.453  0.10
C: -0.991 6.117 -3.603  -0.09
O: -3.787 3.518 -2.380  0.16
C: 5.488 6.561 -0.077  -0.05
C: -2.463 -9.898 -5.245  -0.54
F: -1.862 -5.202 6.586  0.15
C: -6.422 -3.670 -2.674  -0.40
O: 0.763 -9.697 1.177  0.17
C: 3.486 9.317 3.726  -0.17
C: -5.605 2.834 -4.224  -0.19
O: 4.702 9.594 4.471  -0.04
C: 1.166 5.613 2.294  -0.18
F: -7.852 -2.382 -1.297  0.16
C: -1.381 -8.354 10.059  -0.19
H: 6.603 7.665 4.909  0.09
H: 3.514 3.195 4.652  0.07
H: -1.767 -5.644 4.750  0.03
H: 3.459 8.228 3.584  0.10
H: 3.034 3.545 1.697  0.08
H: 4.126 2.052 3.384  0.07
F: -1.777 -8.876 2.960  0.16
F: -3.815 5.979 -1.215  0.17
O: 3.624 2.847 -0.895  -0.09
C: 4.873 9.703 1.561  -0.16
C: -6.125 -5.674 -4.987  -0.06
H: 0.805 -11.739 -0.578  0.08
H: 5.108 6.797 4.597  0.07
H: -1.784 -10.348 -1.427  0.12
C: 1.455 5.469 0.772  -0.12
C: -1.176 -6.523 -4.465  -0.18
C: 2.577 3.970 -5.022  -0.09
C: 4.896 5.565 -0.789  -0.41
C: 4.780 7.217 0.904  -0.19
S: 3.998 4.286 -7.268  0.83
C: -1.455 -6.723 8.372  -0.40
H: 0.273 3.692 -4.310  0.11
O: -5.291 -3.397 -2.951  0.17
H: 1.662 4.716 4.184  0.11
H: 4.724 9.959 0.509  0.12
C: -2.490 -8.376 -5.048  -0.40
F: -5.768 6.273 -2.063  0.17
H: 2.452 1.295 -2.408  0.10
F: -1.724 -11.033 3.088  0.17
C: 3.481 6.827 1.104  0.00
H: -6.302 -3.526 -5.206  0.12
F: -3.691 -10.398 -5.338  0.18
F: -1.804 -10.218 -6.366  0.17
F: 6.551 5.041 -6.289  0.10
H: -7.793 -4.412 -5.468  0.12
C: 0.455 -0.033 0.200  -0.09
F: -7.776 -4.506 -0.904  0.17
C: -6.366 1.916 -3.292  -0.06
H: 1.777 2.489 0.039  0.10
H: -0.275 6.246 -1.600  0.09
C: 3.570 9.976 2.356  -0.16
O: -5.504 4.163 -3.677  0.04
F: -2.424 -4.462 -0.715  0.16
F: -0.308 -4.477 -1.159  0.15
F: -6.112 -3.250 -0.362  0.17
H: -5.834 1.782 -2.350  0.08
H: 0.039 0.856 0.684  0.07
C: 0.101 4.271 -2.288  -0.21
C: 2.270 3.898 -3.686  -0.13
H: 6.516 6.834 -0.293  0.12
H: 3.501 11.058 2.504  0.12
H: 3.123 1.435 0.441  0.12
H: -1.709 6.808 -3.164  0.05
H: 1.160 6.674 2.567  0.09
H: -1.563 5.233 -3.891  0.06
H: -6.720 -6.509 -4.615  0.09
H: -1.259 -6.686 -2.318  0.08
C: 3.817 4.286 -5.487  -0.51
H: -3.441 -8.339 10.686  0.08
H: -1.657 -5.984 -5.280  0.13
S: 5.833 4.717 -2.033  1.13
O: -0.486 -3.210 1.799  0.18
H: -2.804 -6.316 -3.065  0.08
H: 0.147 5.268 2.498  0.11
H: -1.282 -9.438 10.058  0.13
C: 2.631 1.960 -0.386  -0.20
C: -0.124 -11.679 -1.145  -0.05
C: 3.836 3.078 3.611  -0.09
N: 3.022 4.069 -1.356  -0.01
H: 2.894 0.021 -1.280  0.12
H: 0.612 -0.424 -1.964  0.10
O: -1.006 -5.880 9.090  0.18
C: -1.733 -6.116 -3.118  -0.06
C: 5.623 7.429 5.332  0.02
C: -6.891 -4.376 -4.861  -0.19
H: -0.726 -12.547 -0.874  0.09
O: 4.200 8.881 6.554  0.11
C: -1.798 -6.502 6.893  -0.53
H: -6.141 2.938 -5.166  0.13
H: -2.582 -6.849 11.040  0.08
C: 4.855 4.559 -4.616  -0.13
C: 2.160 4.878 3.220  -0.21